{
  "formula": "C29H25As2CrN4O14S4",
  "method": "ωB97M-V with the def2-TZVPD basis set",
  "species": ["Cr", "O", "As", "O", "O", "C", "C", "C", "C", "C", "C", "S", "O", "O", "O", "H", "H", "H", "H", "H", "O", "As", "O", "O", "C", "C", "C", "C", "C", "C", "S", "O", "O", "O", "H", "H", "H", "H", "H", "O", "C", "C", "C", "C", "C", "C", "C", "O", "N", "N", "C", "S", "C", "C", "S", "H", "H", "H", "H", "H", "H", "H", "H", "H", "N", "C", "N", "C", "C", "C", "C", "C", "C", "H", "H", "H", "H", "H", "H"],
  "positions_angstrom": [[-0.717553, 0.021662, 0.595013], [-4.294051, 0.325864, -0.555112], [-3.813929, 0.756918, 1.071528], [-5.113540, 0.346461, 1.969501], [-2.387359, 0.188931, 1.718113], [-3.722865, 2.719887, 1.121270], [-4.318842, 3.360698, 2.202324], [-4.202299, 4.732335, 2.350409], [-3.500681, 5.471432, 1.408445], [-2.893834, 4.832288, 0.336772], [-2.987196, 3.457383, 0.219744], [-2.246026, 2.593822, -1.164435], [-3.372086, 2.351686, -2.059584], [-1.225820, 3.472630, -1.685525], [-1.746180, 1.323516, -0.628442], [-3.946476, 0.959909, -1.212992], [-4.871140, 2.745391, 2.902578], [-4.665741, 5.226490, 3.193108], [-3.430062, 6.545917, 1.509935], [-2.332255, 5.376239, -0.408382], [1.277007, -4.951065, -0.182945], [1.575678, -3.140566, 0.036487], [2.171039, -2.687292, -1.402599], [0.106506, -2.591425, 0.451619], [3.127217, -3.290213, 1.214746], [3.882405, -4.444630, 1.226384], [5.132870, -4.466490, 1.818896], [5.643302, -3.308497, 2.380824], [4.896383, -2.145945, 2.380302], [3.629314, -2.127123, 1.795481], [1.427127, -1.261229, 2.941224], [1.386080, -2.694413, 3.148625], [2.855188, -1.034004, 1.845326], [0.287891, -0.674879, 2.181517], [0.494741, -4.920883, -0.737785], [3.476281, -5.330388, 0.760169], [5.712197, -5.381142, 1.834085], [6.628846, -3.317171, 2.830126], [5.277955, -1.238940, 2.828831], [-0.282083, -2.664140, -3.918069], [0.797175, -1.871456, -3.956292], [1.752380, -2.125141, -4.937546], [2.887847, -1.348867, -5.039712], [3.088263, -0.286142, -4.171926], [2.160902, -0.034851, -3.180268], [1.020466, -0.819780, -3.049460], [0.172384, -0.662447, -1.857501], [0.609037, -0.048629, -0.839225], [-1.012785, -1.243064, -1.866752], [-1.600663, -1.244738, -0.654046], [-2.651995, -1.968077, -0.553960], [-3.325098, -2.728902, -2.005046], [-4.596734, -3.677879, -1.093313], [-4.979811, -2.867422, 0.123568], [-3.407182, -2.379632, 0.946911], [-0.803455, -2.404860, -3.119169], [1.589671, -2.973477, -5.586171], [3.626080, -1.581702, -5.797643], [3.982504, 0.319037, -4.251747], [2.318150, 0.760329, -2.465378], [-4.155515, -4.631983, -0.801635], [-5.432516, -3.845611, -1.771676], [-5.557191, -3.442768, 0.844888], [-5.511156, -1.947864, -0.137578], [0.066752, 3.890968, 2.101087], [-0.601219, 2.705378, 1.973376], [0.103519, 1.790429, 1.367317], [1.315214, 2.370044, 1.078950], [2.460885, 1.829351, 0.510235], [3.569642, 2.650337, 0.421230], [3.552170, 3.970238, 0.871244], [2.416936, 4.529639, 1.430020], [1.303608, 3.709220, 1.533705], [-0.325564, 4.750669, 2.445290], [-1.562160, 2.532500, 2.418343], [2.475146, 0.802962, 0.181888], [4.484574, 2.258574, 0.001726], [4.449264, 4.571256, 0.792714], [2.402468, 5.555338, 1.776038]],
  "forces_ev_per_a": [[-0.10, 0.38, 0.70], [0.08, -0.08, 0.27], [-2.25, 0.25, 0.48], [-0.12, 0.08, 0.40], [1.76, 0.05, -0.33], [0.17, -0.45, 0.18], [-0.12, -0.37, -0.05], [-0.02, 0.00, 0.01], [0.06, 0.00, -0.06], [0.17, 0.16, -0.11], [0.02, -0.25, -0.33], [0.29, 1.34, -0.92], [0.23, -0.03, 0.10], [-0.09, -0.21, 0.26], [0.05, 0.19, 0.09], [-0.09, -0.13, -0.26], [-0.05, 0.04, 0.04], [-0.04, 0.04, 0.06], [0.03, 0.08, -0.02], [0.07, 0.08, -0.03], [0.40, 0.49, 0.51], [0.56, -2.23, -0.49], [0.57, 0.61, -0.72], [-0.51, 0.16, 0.64], [-0.27, 0.35, -0.34], [-0.13, -0.31, -0.09], [0.12, -0.12, 0.04], [0.15, -0.04, 0.04], [-0.16, 0.29, -0.03], [0.30, -0.69, 0.04], [0.13, 0.62, 1.60], [-0.29, -0.04, -0.20], [-0.55, 0.38, -0.25], [0.02, -0.06, -0.34], [-0.24, -0.16, -0.13], [-0.02, -0.07, -0.05], [0.03, -0.03, -0.02], [0.05, 0.04, 0.04], [-0.01, 0.09, 0.05], [0.09, -0.19, -0.14], [0.12, 0.22, -0.02], [-0.06, -0.07, -0.06], [-0.08, -0.04, -0.06], [0.20, 0.20, -0.01], [-0.14, -0.12, -0.03], [0.02, 0.07, -0.08], [-0.90, -0.82, -0.50], [0.42, 0.83, 0.97], [0.78, -0.07, -1.51], [-1.20, -0.51, 0.74], [0.34, -0.30, -0.45], [-0.12, -0.09, 0.24], [0.45, 0.16, -0.11], [0.42, 0.34, 0.24], [-0.67, -0.43, -0.17], [-0.06, 0.13, 0.07], [-0.02, -0.06, -0.08], [0.03, 0.00, -0.03], [0.00, 0.04, 0.02], [0.00, 0.01, 0.08], [-0.11, -0.03, 0.00], [-0.04, 0.02, -0.01], [-0.02, -0.01, 0.04], [0.04, -0.13, 0.03], [-0.36, -0.48, 0.01], [0.22, 0.19, 0.38], [-0.53, 0.48, 0.10], [0.60, 0.83, 0.06], [0.15, 0.00, -0.03], [-0.01, -0.19, -0.06], [-0.09, 0.28, 0.08], [0.04, 0.10, -0.02], [0.42, -0.53, -0.28], [-0.02, -0.16, 0.01], [-0.19, 0.01, -0.12], [0.03, -0.09, -0.04], [0.04, -0.09, -0.05], [0.01, 0.01, -0.04], [0.01, 0.01, 0.03]],
  "lowdin_charge": [0.890, -0.255, 0.845, -0.482, -0.516, -0.233, -0.082, -0.092, -0.096, -0.067, -0.279, 0.507, -0.294, -0.289, -0.397, -0.007, 0.101, 0.094, 0.093, 0.110, -0.297, 0.895, -0.414, -0.447, -0.204, -0.088, -0.117, -0.121, -0.028, -0.411, 0.844, -0.414, -0.268, -0.537, -0.003, 0.095, 0.085, 0.085, 0.104, 0.041, -0.280, -0.030, -0.110, -0.110, -0.022, -0.090, -0.422, -0.103, 0.029, -0.215, -0.870, 0.965, -0.524, -0.484, 0.997, 0.036, 0.105, 0.088, 0.085, 0.110, 0.067, 0.066, 0.074, 0.069, 0.152, -0.108, 0.056, -0.175, 0.017, -0.075, -0.109, -0.038, -0.185, 0.156, 0.130, 0.100, 0.102, 0.091, 0.098],
  "charge": -2,
  "orbital_gap_ev": [6.579, 6.601],
  "s_squared": 3.77,
  "spin_multiplicity": 4,
  "de_lowest_kj_mol": 230.3,
  "mol_weight_g_mol": 983.6,
  "total_energy_ha": -9501.4952,
  "homo_ev": [-2.764, -2.787]
}